[1]
DFT (ωB97M-V/def2-TZVPD) results for a molecular structure, C5H9N2 at a distorted geometry.

Last column: Löwdin spin population.
Positions of all 16 atoms, in Å:
C  0.9659  1.5426  0.3614  0.695
C  -0.3807  0.4343  -1.3056  0.300
C  0.8007  -0.2834  -0.3219  0.164
C  0.8600  -1.7245  -0.1688  0.018
C  -1.3509  0.3955  1.0703  0.021
N  1.8218  0.7179  -0.0482  0.633
N  -0.2791  0.5813  0.1595  0.095
H  0.8699  2.5902  0.7568  0.027
H  -0.0948  1.2881  -1.9407  0.006
H  -1.0769  -0.4044  -1.7315  0.019
H  0.9486  -2.1538  -1.1367  0.006
H  0.0193  -2.0811  0.4333  0.005
H  1.8027  -2.0127  0.2170  0.001
H  -1.7017  -0.5807  1.0605  0.002
H  -0.9979  0.7516  1.9494  0.004
H  -2.2068  0.9390  0.6453  0.003

Computed properties:
HOMO (alpha / beta)   -11.39 / -15.53 eV
Largest force on an atom   11.173 eV Å⁻¹
Total charge   +1
Spin multiplicity   3
Gap between HOMO and LUMO (alpha / beta)   8.54 / 7.22 eV
Energy relative to the best compared isomer or geometry (same formula, charge and spin)   407.7 kJ/mol



[2]
DFT (ωB97M-V/def2-TZVPD) results for a single C5H8 molecule.

Last column: natural (NBO) charge in e.
Positions of all 13 atoms, in Å:
C  -0.2959  1.4183  -0.4694  -0.660
C  -0.0330  -0.0060  -0.1047  0.132
C  -1.2113  -0.9496  -0.1668  -0.653
C  1.1454  -0.4269  0.4694  -0.449
C  2.4568  -0.3025  0.7960  -0.190
H  0.6355  1.9653  -0.6342  0.231
H  -0.9481  1.4810  -1.3452  0.223
H  -0.8315  1.9095  0.3574  0.233
H  0.5482  -0.8796  1.3064  0.313
H  -2.0837  -0.6036  0.4001  0.215
H  -0.9494  -1.9627  0.1603  0.226
H  -1.5266  -1.0147  -1.2162  0.228
H  3.1729  -0.4168  -0.0359  0.151

Computed properties:
HOMO (alpha / beta)   -7.48 / -7.80 eV
Largest force on an atom   0.894 eV Å⁻¹
Spin multiplicity   1
Gap between HOMO and LUMO (alpha / beta)   7.29 / 7.56 eV
Energy relative to the best compared isomer or geometry (same formula, charge and spin)   446.4 kJ/mol



[3]
DFT (ωB97M-V/def2-TZVPD) results for 7 unconnected molecules or ions with the total composition C42H105N7O14 at a distorted geometry.

Last column: Mulliken charge in e.
Positions of all 168 atoms, in Å:
C  1.9682  -4.2162  -0.6135  0.107
O  3.1365  -4.8809  -1.0689  -0.439
C  3.2965  -6.1648  -0.4924  -0.733
C  3.7710  -6.1912  0.9779  -0.349
N  2.6833  -6.5292  1.8644  -0.170
C  3.0546  -6.5632  3.2720  -1.066
C  3.1385  -5.1850  3.9161  -0.327
O  1.9234  -4.4691  3.8406  -0.225
C  2.0145  -3.0910  3.9919  -0.678
H  1.9891  -4.2634  0.4776  0.160
H  1.0607  -4.6717  -1.0242  0.467
H  1.9142  -3.2195  -1.0452  -0.416
H  4.0789  -6.6215  -1.1007  0.301
H  2.3941  -6.7508  -0.6930  0.383
H  4.1639  -5.1685  1.1043  0.176
H  4.5999  -6.8859  1.1142  0.521
H  1.8264  -6.0327  1.6774  0.128
H  3.9883  -7.1065  3.4030  0.466
H  2.2791  -7.0939  3.8380  0.372
H  3.8007  -4.6372  3.2325  0.272
H  3.5145  -5.3341  4.9313  0.378
H  2.1097  -2.7759  5.0395  0.332
H  1.0561  -2.6140  3.7558  0.093
H  2.7454  -2.6584  3.3017  0.352
C  2.2945  -2.0996  -3.9405  0.288
O  3.3439  -1.9962  -4.8486  -0.495
C  3.2780  -0.8032  -5.6341  -0.224
C  2.1203  -0.8044  -6.6831  -0.605
N  1.6842  -2.1744  -7.0336  -0.360
C  0.2963  -2.2248  -7.4289  -0.439
C  -0.2062  -3.6777  -7.4833  -0.837
O  -0.6495  -3.9957  -6.1854  -0.209
C  -0.7617  -5.3659  -5.8955  -0.730
H  1.2996  -2.3916  -4.2865  0.106
H  2.1714  -1.1933  -3.3161  -0.276
H  2.5644  -2.6766  -3.0482  -0.055
H  4.1896  -0.6409  -6.2016  0.349
H  3.1359  0.0128  -4.9223  0.166
H  2.4911  -0.3052  -7.5799  0.398
H  1.2642  -0.2316  -6.3050  0.277
H  1.8718  -2.6951  -6.1945  0.275
H  0.1688  -1.8592  -8.4520  0.391
H  -0.3599  -1.6675  -6.7475  0.371
H  0.6148  -4.2411  -7.9371  0.366
H  -1.0110  -3.6544  -8.2278  0.437
H  0.0526  -6.0041  -6.2518  0.334
H  -1.6828  -5.7561  -6.3493  0.321
H  -0.8409  -5.5093  -4.8182  0.141
C  4.6812  6.0024  -9.0459  -0.820
O  5.4912  5.5068  -8.0227  -0.318
C  6.2992  6.4986  -7.3938  -0.641
C  6.3924  6.2611  -5.9209  -0.689
N  5.2859  6.7819  -5.1135  -0.436
C  4.0215  6.0815  -5.4214  -0.347
C  2.9950  6.3084  -4.3264  -0.347
O  3.5568  6.6024  -3.0602  -0.316
C  2.5390  6.9679  -2.1661  -0.717
H  3.9381  6.7651  -8.7729  0.343
H  3.9828  5.1910  -9.2871  0.270
H  5.2018  6.2912  -9.9616  0.319
H  5.8866  7.4940  -7.6056  0.374
H  7.2910  6.5425  -7.8577  0.452
H  7.2962  6.7035  -5.5017  0.453
H  6.4534  5.1649  -5.8252  0.370
H  5.4355  6.6177  -4.1257  0.236
H  4.2785  5.0156  -5.5076  0.313
H  3.6648  6.3657  -6.4109  0.027
H  2.3390  5.4270  -4.2832  0.242
H  2.2426  7.0630  -4.5841  0.388
H  2.8225  7.4533  -1.2296  0.306
H  1.9560  6.0752  -1.9331  0.176
H  1.8803  7.7690  -2.5276  0.399
C  -1.6124  1.3617  2.1421  -0.272
O  -2.6601  0.4737  2.4999  -0.094
C  -3.9428  1.0364  2.6398  -0.905
C  -4.1586  1.6778  3.9941  0.628
N  -4.0551  0.6777  5.0552  -0.420
C  -3.7243  1.2144  6.3632  -0.303
C  -3.1584  0.0847  7.2337  -0.726
O  -2.0365  -0.4360  6.5530  -0.254
C  -1.3611  -1.4047  7.3049  -0.770
H  -0.6055  0.9636  2.2383  0.244
H  -1.7107  2.1866  2.8576  -0.194
H  -1.7985  1.6587  1.1062  0.304
H  -4.5973  0.1863  2.4358  0.311
H  -4.2067  1.7561  1.8531  0.416
H  -5.1348  2.1635  4.0286  0.362
H  -3.3260  2.3680  4.2065  -0.659
H  -3.2683  0.0807  4.8096  0.319
H  -4.6088  1.6406  6.8399  0.350
H  -2.9414  1.9816  6.2543  0.053
H  -3.9497  -0.6518  7.4011  0.388
H  -2.8819  0.4786  8.2170  0.483
H  -2.0103  -1.9769  7.9783  0.323
H  -0.7012  -0.8849  8.0209  0.313
H  -0.7171  -2.0952  6.7643  0.170
C  2.4865  3.4506  -1.6806  -0.340
O  2.3794  2.1000  -1.2833  -0.335
C  1.1237  1.4885  -1.5027  -0.340
C  1.1612  0.1780  -0.7016  -0.655
N  -0.1642  -0.4140  -0.6119  -0.040
C  -0.2072  -1.5280  0.3063  0.173
C  -1.4632  -2.3782  0.0734  -0.619
O  -1.0937  -3.4807  -0.7677  0.113
C  -2.1219  -3.9025  -1.6196  -0.874
H  2.1954  3.6752  -2.7160  0.341
H  3.5499  3.6699  -1.6392  0.322
H  1.8170  4.0702  -1.0767  -0.148
H  0.9287  1.3204  -2.5662  0.269
H  0.3527  2.1212  -1.0445  0.318
H  1.6436  0.3278  0.2636  0.449
H  1.8187  -0.4943  -1.2737  -0.146
H  -0.4791  -0.6035  -1.5565  0.315
H  -0.2432  -1.0347  1.2852  0.050
H  0.6289  -2.2279  0.4076  -0.322
H  -2.2989  -1.7913  -0.3068  0.602
H  -1.7278  -2.8418  1.0290  -0.002
H  -2.0227  -4.9730  -1.8158  0.148
H  -2.1225  -3.4136  -2.6024  0.333
H  -3.1382  -3.7782  -1.2304  0.310
C  -0.9163  7.7252  6.6802  -0.713
O  -1.4016  6.5164  6.1324  -0.329
C  -0.4697  5.4747  6.0258  -0.874
C  -0.4034  4.8273  4.6328  -0.559
N  -0.0455  5.8825  3.6327  -0.442
C  0.0583  5.1751  2.3479  -0.119
C  -0.0785  6.1578  1.1813  -0.610
O  -1.1493  7.0494  1.3764  -0.343
C  -1.2530  8.1846  0.5734  -0.765
H  -0.4460  8.3159  5.8879  0.282
H  -0.1589  7.5988  7.4591  0.305
H  -1.7884  8.2250  7.0960  0.249
H  -0.5390  4.7075  6.8161  0.458
H  0.5023  5.8123  6.4197  0.419
H  -1.4155  4.4597  4.4438  0.282
H  0.3276  4.0234  4.6071  0.505
H  -0.9106  6.4130  3.5328  0.329
H  -0.6622  4.3846  2.1055  -0.026
H  1.0760  4.7819  2.3037  0.323
H  -0.1163  5.6871  0.1903  0.417
H  0.8495  6.7442  1.0991  0.259
H  -1.8797  8.8709  1.1426  0.260
H  -1.7307  7.9379  -0.3842  0.266
H  -0.3147  8.6919  0.3164  0.308
C  -7.5741  -3.4509  1.0070  -0.825
O  -6.6350  -3.9195  1.9557  -0.125
C  -7.2406  -4.6337  3.0155  -0.821
C  -6.1844  -5.1895  4.0394  -0.564
N  -5.0921  -5.9131  3.4948  -0.353
C  -3.9343  -5.0230  3.2670  -0.695
C  -2.8129  -5.8912  2.7086  -0.409
O  -3.2722  -6.4158  1.4697  -0.294
C  -2.2910  -7.0834  0.7185  -0.604
H  -8.1600  -4.2636  0.5604  0.319
H  -7.0330  -2.8628  0.2757  0.205
H  -8.3556  -2.8947  1.5411  0.323
H  -7.9478  -5.3848  2.6433  0.406
H  -7.8622  -3.9423  3.6029  0.455
H  -6.9013  -5.7235  4.6787  0.281
H  -5.9362  -4.2677  4.5661  0.295
H  -5.2645  -6.2944  2.5719  0.308
H  -3.6056  -4.4531  4.1332  0.502
H  -4.1158  -4.3112  2.4517  0.303
H  -2.5844  -6.7011  3.4073  0.361
H  -1.9156  -5.2875  2.5340  0.286
H  -2.6004  -7.0666  -0.3249  0.233
H  -2.0859  -8.0807  1.1167  0.313
H  -1.3337  -6.5445  0.7348  0.104

Computed properties:
HOMO   -8.50 eV
Largest force on an atom   3.540 eV Å⁻¹
SMILES   COCCNCCOC.COCCNCCOC.COCCNCCOC.COCCNCCOC.COCCNCCOC.COCCNCCOC.COCCNCCOC
Spin multiplicity   1
Gap between HOMO and LUMO   9.01 eV
Energy relative to the best compared isomer or geometry (same formula, charge and spin)   241.3 kJ/mol



[4]
DFT (ωB97M-V/def2-TZVPD) results for a molecular structure, C9H9BrN2O3 at a distorted geometry.

Last column: natural (NBO) charge in e.
Positions of all 24 atoms, in Å:
C  -0.7383  -0.1150  0.4580  -0.136
C  0.6371  0.0367  0.5786  -0.180
C  -1.3325  0.2606  1.5969  0.407
C  0.8918  0.5879  1.7642  0.428
C  -0.5820  0.1880  -1.9237  -0.193
C  0.7037  0.3626  -1.7021  -0.191
C  0.2100  -1.7509  -0.8883  -0.364
C  -1.0597  -0.8362  -0.8106  -0.280
C  1.2197  -0.5689  -0.6325  -0.250
N  -0.3692  0.7411  2.3947  -0.072
N  -0.6998  3.0325  3.6294  -0.465
O  -2.5817  0.0887  2.0990  -0.683
O  1.9850  0.9865  2.3789  -0.678
O  -0.4819  1.2915  3.5834  -0.245
Br  -2.4967  3.3490  3.4359  0.219
H  -1.4107  0.5310  -2.5025  0.218
H  1.1946  1.1515  -2.2853  0.220
H  0.4166  -2.4471  -0.1061  0.201
H  0.4847  -2.3394  -1.7559  0.213
H  -1.9910  -1.2599  -1.1494  0.230
H  2.3814  -0.7657  -0.8199  0.230
H  -0.3061  3.0297  4.5577  0.362
H  -3.3474  0.3132  1.4958  0.500
H  2.8440  0.5978  2.1995  0.508

Computed properties:
HOMO (alpha / beta)   -7.35 / -7.35 eV
Largest force on an atom   3.700 eV Å⁻¹
Spin multiplicity   1
Gap between HOMO and LUMO (alpha / beta)   7.31 / 7.31 eV
Energy relative to the best compared isomer or geometry (same formula, charge and spin)   920.8 kJ/mol



[5]
DFT (ωB97M-V/def2-TZVPD) results for a molecular structure, C4H5CuLi2O2 at a distorted geometry.

Last column: natural (NBO) charge in e.
Positions of all 14 atoms, in Å:
O  -0.9236  -1.6410  -0.0783  -1.061
C  -0.7624  -0.4941  -0.8376  0.159
C  0.5667  -0.3183  -1.3674  -0.904
Cu  -1.0846  -1.5040  1.9957  0.628
Li  0.0341  -2.6614  -1.3242  0.761
H  1.3137  -0.4369  -2.1664  0.230
H  -1.6633  -0.0990  -1.3462  0.182
C  0.7384  1.1661  0.5333  0.377
C  -0.6867  1.4085  0.4559  -0.761
O  1.2187  0.2627  1.4145  -0.942
H  1.4044  1.9583  0.1420  0.166
H  -1.1393  2.2801  -0.0323  0.205
H  -1.1901  1.3032  1.4273  0.191
Li  2.1741  -1.2241  1.1838  0.769

Computed properties:
HOMO (alpha / beta)   -5.17 / -5.20 eV
Largest force on an atom   5.628 eV Å⁻¹
Spin multiplicity   1
Gap between HOMO and LUMO (alpha / beta)   4.20 / 4.21 eV
Energy relative to the best compared isomer or geometry (same formula, charge and spin)   254.0 kJ/mol



[6]
DFT (ωB97M-V/def2-TZVPD) results for a single C2H3BrCl2Si molecule at a distorted geometry.

Last column: natural (NBO) charge in e.
Positions of all 9 atoms, in Å:
C  -1.4886  0.5602  -0.1828  -0.314
C  -0.6865  -0.4153  0.2361  -0.646
Si  1.2860  -0.4210  0.1138  1.330
Cl  2.2398  -1.1230  1.8052  -0.322
Cl  1.8049  -1.2970  -1.6900  -0.343
Br  1.8837  1.8572  -0.3040  -0.333
H  -2.5301  0.4657  0.0613  0.193
H  -1.2429  1.5550  -0.6462  0.212
H  -1.2662  -1.1819  0.6065  0.222

Computed properties:
HOMO   -10.54 eV
Largest force on an atom   3.184 eV Å⁻¹
SMILES   C=C[Si](Cl)(Cl)Br
Spin multiplicity   1
Gap between HOMO and LUMO   10.73 eV
Energy relative to the best compared isomer or geometry (same formula, charge and spin)   31.5 kJ/mol



[7]
DFT (ωB97M-V/def2-TZVPD) results for a molecular structure, C12H43B4NNa2O2Sn at a distorted geometry.

Last column: natural (NBO) charge in e.
Positions of all 65 atoms, in Å:
Na  -1.0724  -0.3563  -0.7741  0.913
Na  -0.8695  3.0202  -2.1227  0.975
Sn  -2.9098  2.3633  2.0912  1.614
B  -1.8510  0.7548  -3.1121  -0.806
H  -2.4152  -0.0180  -2.6133  -0.019
H  -2.3661  1.6984  -3.2038  -0.026
H  -0.9279  0.8906  -2.5701  -0.111
H  -1.7100  0.4125  -4.1256  0.000
B  -0.3493  1.8903  0.4139  -0.927
H  0.4988  1.7061  -0.2271  0.020
H  -0.1638  2.6592  1.1479  0.005
H  -1.1437  2.2403  -0.2268  -0.005
H  -0.8473  1.0934  0.9441  -0.007
B  -3.4211  3.6257  -0.8241  -0.785
H  -3.2081  3.0256  -1.6952  0.013
H  -2.5387  3.8310  -0.2380  -0.050
H  -3.8199  4.5695  -1.1624  0.016
H  -4.0879  3.1456  -0.1248  -0.036
B  -3.5690  0.0356  0.2092  -0.920
H  -4.3742  0.6438  0.5914  0.002
H  -2.9616  -0.3549  1.0110  -0.022
H  -3.8511  -0.6858  -0.5419  0.083
H  -2.9740  0.7371  -0.3549  0.015
C  -0.1295  -2.0468  -3.6487  -0.617
C  0.8007  -2.6141  -2.5489  -0.223
N  0.4358  -2.4698  -1.1483  -0.486
C  -0.7356  -3.3510  -0.8533  -0.228
C  -1.3350  -3.3009  0.6294  -0.629
C  1.5811  -2.6684  -0.2076  -0.216
C  2.3932  -1.3310  -0.2682  -0.618
H  -1.1283  -1.9882  -3.2163  0.221
H  -0.1743  -2.8106  -4.4250  0.214
H  0.2249  -1.0624  -3.9547  0.236
H  0.9809  -3.6698  -2.7516  0.158
H  1.7631  -2.1210  -2.6863  0.196
H  -1.5384  -3.0779  -1.5382  0.206
H  -0.4581  -4.3603  -1.1572  0.175
H  -0.7209  -3.8009  1.3784  0.198
H  -1.5302  -2.2812  0.9616  0.216
H  -2.3009  -3.8018  0.5641  0.231
H  2.2296  -3.5225  -0.4029  0.181
H  1.2558  -2.7410  0.8302  0.194
H  3.2529  -1.4707  0.3872  0.208
H  1.7484  -0.5395  0.1135  0.208
H  2.7090  -0.9347  -1.2333  0.212
C  3.5856  2.0853  -0.2081  -0.730
C  4.0706  2.8481  1.0529  0.603
O  4.4397  2.2584  2.0365  -0.548
C  4.0922  4.3180  0.9007  -0.747
H  3.5077  2.7648  -1.0568  0.207
H  2.6006  1.7840  0.1486  0.259
H  4.1584  1.1882  -0.4430  0.236
H  4.6617  4.7818  1.7061  0.241
H  3.1952  4.8953  1.1249  0.252
H  4.4804  4.6131  -0.0742  0.227
C  -0.3701  -2.3353  4.0136  -0.734
C  -0.1783  -0.8771  3.5054  0.626
O  -1.1499  -0.2514  3.0593  -0.583
C  1.2020  -0.3304  3.6512  -0.730
H  -1.4378  -2.5270  3.9070  0.240
H  -0.0041  -2.5507  5.0174  0.235
H  0.1066  -3.0946  3.3937  0.234
H  1.7559  -0.7035  2.7898  0.253
H  1.6646  -0.5853  4.6046  0.236
H  1.2271  0.7550  3.5543  0.243

Computed properties:
HOMO   -8.46 eV
Largest force on an atom   5.249 eV Å⁻¹
Spin multiplicity   1
Gap between HOMO and LUMO   6.37 eV



[8]
DFT (ωB97M-V/def2-TZVPD) results for a molecular structure, C3H12NO3 at a distorted geometry.

Last column: Löwdin spin population.
Positions of all 19 atoms, in Å:
C  -1.0928  -0.1460  1.9938  0.013
N  0.3602  -0.0631  2.1566  0.053
C  0.9953  0.8913  1.1990  0.117
C  1.8021  0.1327  0.1133  0.098
O  0.9516  -0.8408  -0.2794  0.614
H  -1.4338  -1.0576  2.4747  0.000
H  -1.3582  -0.0809  0.9363  0.006
H  -1.6508  0.5986  2.6221  0.003
H  0.7106  -1.0715  1.9816  0.004
H  1.7168  1.3895  1.8112  0.018
H  0.1838  1.5378  0.8752  0.000
H  2.6602  -0.3214  0.6456  0.018
H  2.2847  0.8960  -0.6100  0.007
H  -0.6976  -1.5075  -2.2760  0.000
H  0.3447  -0.7081  -1.2931  -0.007
O  -0.1871  -0.7106  -2.3996  0.053
H  -2.1797  0.5831  -1.2013  0.000
H  -1.2665  0.4804  -2.4579  0.000
O  -2.2111  0.8655  -2.1351  0.005

Computed properties:
HOMO (alpha / beta)   -9.74 / -9.44 eV
Largest force on an atom   3.555 eV Å⁻¹
Spin multiplicity   2
Gap between HOMO and LUMO (alpha / beta)   10.29 / 5.49 eV
Energy relative to the best compared isomer or geometry (same formula, charge and spin)   163.3 kJ/mol



largest force on an atom of number 8 (C3H12NO3)? 3.555 eV Å⁻¹